Entry 1:
C31H40BaN4O as an isolated structure, computed with ωB97M-V/def2-TZVPD.

Atoms and positions in Å:
1 Ba -0.538 0.186 0.782
2 N -3.358 1.127 1.110
3 N -1.300 1.874 -1.856
4 C 0.127 -2.582 -0.360
5 C -1.193 -2.319 -0.821
6 C -2.064 -2.348 0.303
7 C -3.514 -2.032 0.301
8 H -3.958 -2.263 -0.678
9 H -3.714 -0.966 0.529
10 H -4.035 -2.633 1.061
11 C -1.284 -2.624 1.458
12 C -1.788 -2.698 2.853
13 H -2.091 -3.725 3.115
14 H -2.668 -2.053 3.005
15 H -1.022 -2.390 3.580
16 C 0.067 -2.781 1.048
17 C 1.201 -3.071 1.960
18 H 1.319 -2.293 2.734
19 H 2.146 -3.140 1.408
20 H 1.051 -4.028 2.484
21 C -1.596 -2.064 -2.225
22 H -1.968 -2.980 -2.715
23 H -0.749 -1.695 -2.823
24 H -2.393 -1.308 -2.284
25 C 1.340 -2.659 -1.215
26 H 2.255 -2.447 -0.642
27 H 1.298 -1.932 -2.039
28 H 1.458 -3.657 -1.669
29 C -3.611 1.510 2.371
30 H -4.190 0.816 2.997
31 C -3.166 2.729 2.888
32 H -3.378 2.982 3.928
33 C -2.462 3.613 2.060
34 H -2.085 4.566 2.445
35 C -2.283 3.282 0.720
36 H -1.827 3.963 0.004
37 C -2.774 2.022 0.231
38 C -2.549 1.542 -1.072
39 H -3.127 0.716 -1.501
40 C -0.119 1.199 -1.667
41 C -1.201 2.743 -2.960
42 H -2.010 3.383 -3.244
43 C -0.007 2.519 -3.517
44 H 0.451 2.976 -4.379
45 N 0.628 1.526 -2.762
46 C 1.815 0.833 -3.140
47 C 1.873 0.235 -4.406
48 C 3.007 -0.520 -4.738
49 H 3.052 -0.994 -5.720
50 C 4.065 -0.681 -3.840
51 C 5.308 -1.428 -4.237
52 H 5.746 -1.956 -3.378
53 H 6.079 -0.744 -4.628
54 H 5.093 -2.161 -5.025
55 C 3.949 -0.118 -2.565
56 H 4.755 -0.261 -1.842
57 C 2.828 0.635 -2.192
58 C 2.762 1.179 -0.803
59 H 2.194 2.112 -0.717
60 H 3.786 1.384 -0.462
61 H 2.358 0.436 -0.089
62 C 0.725 0.283 -5.352
63 H 0.426 1.303 -5.613
64 H -0.156 -0.248 -4.964
65 H 1.025 -0.221 -6.277
66 C 1.375 1.678 5.541
67 N -0.043 1.427 5.302
68 C -1.022 1.883 6.279
69 C -0.455 0.874 4.171
70 O 0.307 0.611 3.201
71 H 1.449 2.059 6.561
72 H 1.775 2.422 4.840
73 H 1.953 0.751 5.447
74 H -1.602 2.734 5.889
75 H -1.725 1.071 6.510
76 H -0.480 2.186 7.177
77 H -1.542 0.652 4.125

As for the net charge: -2. Its energy relative to the best compared isomer or geometry (same formula, charge and spin) is 0.0 kcal/mol. The orbital gap (alpha / beta) is 0.0432 / 0.0471 Eh. The LUMO energy (alpha / beta) comes out at 3.7 / 3.8 eV.

Entry 2:
A 18-piece molecular cluster, C21H74F3N34O19 overall, computed with ωB97M-V/def2-TZVPD.

Atoms and positions in Å:
1 C 0.313 -0.567 -0.735
2 O 0.403 0.402 0.399
3 O 1.545 -1.123 -0.982
4 C -0.857 -1.556 -0.454
5 F -1.062 -2.450 -1.435
6 F -0.439 -2.316 0.559
7 F -2.038 -1.006 -0.046
8 C 0.705 1.721 0.038
9 C 0.504 2.550 1.242
10 H 1.031 3.501 1.315
11 H -0.539 2.831 1.390
12 H 0.861 2.154 2.193
13 H -0.057 2.079 -0.654
14 H 1.683 1.916 -0.404
15 H -0.092 -0.041 -1.599
16 C -2.846 4.676 -0.697
17 O -2.680 3.700 -0.007
18 N -3.647 4.488 -1.617
19 N -2.186 5.785 -0.731
20 H -4.110 3.593 -1.679
21 H -3.814 5.034 -2.450
22 H -2.408 6.418 -1.485
23 H -1.569 5.948 0.052
24 C -2.660 -4.123 -5.242
25 O -3.455 -3.475 -5.949
26 N -2.940 -5.406 -4.990
27 N -1.938 -3.560 -4.341
28 H -3.689 -5.842 -5.508
29 H -2.286 -6.009 -4.510
30 H -1.418 -4.111 -3.672
31 H -1.704 -2.583 -4.449
32 C -1.926 -6.138 -1.145
33 O -2.889 -6.244 -0.369
34 N -2.076 -6.793 -2.217
35 N -0.797 -5.590 -0.956
36 H -1.330 -7.042 -2.851
37 H -2.824 -7.449 -2.043
38 H -0.163 -5.290 -1.683
39 H -0.339 -5.600 -0.056
40 C -3.143 -2.451 3.473
41 O -2.140 -3.010 3.917
42 N -3.947 -1.558 4.110
43 N -3.483 -2.639 2.216
44 H -4.256 -0.829 3.483
45 H -3.779 -1.495 5.104
46 H -4.483 -2.706 2.087
47 H -2.830 -3.272 1.778
48 C -3.855 1.438 2.257
49 O -4.894 0.838 2.627
50 N -3.067 1.084 1.192
51 N -3.500 2.545 2.826
52 H -3.383 0.277 0.674
53 H -2.568 1.865 0.791
54 H -3.945 2.795 3.697
55 H -2.821 3.148 2.383
56 C 2.465 0.973 -4.155
57 O 2.731 1.716 -5.023
58 N 2.019 -0.293 -4.418
59 N 2.415 1.182 -2.880
60 H 1.405 -0.496 -3.642
61 H 2.198 -0.615 -5.358
62 H 2.234 0.427 -2.234
63 H 2.625 2.102 -2.519
64 C -0.951 0.612 -4.991
65 O -0.752 0.784 -6.164
66 N -1.655 -0.307 -4.596
67 N -0.452 1.424 -4.037
68 H -2.328 -0.606 -5.288
69 H -1.731 -0.495 -3.607
70 H -0.767 1.265 -3.091
71 H -0.071 2.311 -4.335
72 C 1.831 -4.392 -3.594
73 O 1.387 -4.918 -2.561
74 N 2.427 -3.244 -3.692
75 N 1.588 -4.871 -4.770
76 H 2.146 -2.693 -2.893
77 H 2.280 -2.801 -4.587
78 H 1.099 -5.748 -4.664
79 H 2.026 -4.559 -5.625
80 C 4.054 3.591 2.008
81 O 3.477 3.465 3.074
82 N 5.312 3.943 1.939
83 N 3.570 3.462 0.852
84 H 5.785 3.677 1.087
85 H 5.993 3.946 2.684
86 H 2.562 3.488 0.909
87 H 4.097 3.735 0.034
88 C 3.657 -4.720 0.742
89 O 4.635 -4.883 1.513
90 N 2.984 -3.680 0.603
91 N 3.305 -5.535 -0.234
92 H 3.484 -2.968 1.116
93 H 2.547 -3.407 -0.266
94 H 2.679 -5.190 -0.948
95 H 3.586 -6.504 -0.183
96 C 1.208 4.534 -1.993
97 O 1.550 4.467 -0.838
98 N 0.043 4.020 -2.378
99 N 1.945 5.100 -2.929
100 H -0.619 3.885 -1.628
101 H -0.307 4.244 -3.299
102 H 2.798 5.597 -2.720
103 H 1.801 4.835 -3.893
104 C 2.002 7.402 2.694
105 O 2.310 8.562 2.789
106 N 1.419 6.954 1.562
107 N 2.256 6.429 3.570
108 H 1.199 7.624 0.840
109 H 1.049 6.019 1.657
110 H 2.632 6.859 4.403
111 H 1.824 5.520 3.490
112 C 1.977 -3.867 4.652
113 O 3.075 -4.056 5.278
114 N 0.882 -3.739 5.273
115 N 1.809 -3.583 3.384
116 H 0.052 -3.575 4.722
117 H 0.751 -3.906 6.261
118 H 2.645 -3.282 2.903
119 H 0.980 -3.587 2.808
120 C 4.402 -0.209 0.811
121 O 5.470 0.055 1.236
122 N 3.283 0.016 1.358
123 N 4.360 -0.923 -0.262
124 H 3.285 0.749 2.053
125 H 2.426 -0.077 0.831
126 H 3.528 -0.784 -0.816
127 H 5.264 -1.256 -0.565
128 C -0.166 4.443 4.589
129 O -0.140 4.821 3.454
130 N 0.081 3.212 4.894
131 N -0.390 5.113 5.656
132 H 0.239 2.823 3.975
133 H -0.196 2.744 5.745
134 H -0.705 6.049 5.443
135 H -0.253 4.560 6.490
136 C -5.286 -2.945 -1.800
137 O -6.124 -3.739 -2.279
138 N -5.619 -1.781 -1.248
139 N -4.028 -3.279 -1.615
140 H -6.572 -1.476 -1.385
141 H -4.909 -1.066 -1.311
142 H -3.761 -4.156 -2.038
143 H -3.373 -2.512 -1.555
144 C -0.275 -0.235 4.288
145 O -0.199 -0.598 5.472
146 N 0.600 -0.604 3.369
147 N -1.018 0.791 3.929
148 H 1.073 -1.464 3.608
149 H 0.535 -0.297 2.409
150 H -1.263 0.719 2.952
151 H -1.616 1.163 4.653

As for the net charge: -1. Its energy relative to the best compared isomer or geometry (same formula, charge and spin) is 147.8 kcal/mol. The orbital gap is 0.2675 Eh. The LUMO energy comes out at 0.8 eV.

Entry 3:
A 13-piece molecular cluster, C28H81N4O13S12 overall, computed with ωB97M-V/def2-TZVPD.

Atoms and positions in Å:
1 N -3.746 -1.082 3.180
2 C -2.567 -0.970 3.836
3 N -2.230 -1.769 4.950
4 C -0.978 -1.286 5.185
5 N -0.601 -0.316 4.350
6 N -1.600 -0.130 3.487
7 C -1.557 0.868 2.406
8 C -1.599 2.271 3.111
9 O -2.861 2.394 3.765
10 H -3.704 -1.332 2.193
11 H -4.651 -1.009 3.616
12 H -0.372 -1.698 6.000
13 H 0.286 0.194 4.366
14 H -0.598 0.811 1.854
15 H -2.424 0.777 1.731
16 H -1.465 3.088 2.375
17 H -0.823 2.248 3.909
18 H -2.814 3.247 4.241
19 C 4.737 -1.428 3.472
20 S 2.955 -1.344 3.257
21 O 2.374 -0.780 4.526
22 C 2.680 -3.119 3.279
23 H 5.127 -0.412 3.524
24 H 4.976 -1.955 4.397
25 H 5.182 -1.941 2.619
26 H 3.050 -3.538 4.216
27 H 3.193 -3.573 2.431
28 H 1.610 -3.303 3.195
29 C -2.573 -3.962 0.937
30 S -1.080 -3.967 1.927
31 O 0.069 -4.254 1.017
32 C -1.456 -5.485 2.815
33 H -2.540 -3.101 0.267
34 H -2.641 -4.874 0.350
35 H -3.440 -3.875 1.594
36 H -1.583 -6.305 2.108
37 H -2.366 -5.348 3.400
38 H -0.625 -5.706 3.484
39 C -6.133 -8.049 0.863
40 S -5.327 -6.649 0.069
41 O -3.951 -6.543 0.631
42 C -6.312 -5.377 0.878
43 H -5.640 -8.962 0.532
44 H -6.047 -7.961 1.947
45 H -7.183 -8.079 0.569
46 H -6.209 -5.463 1.961
47 H -7.358 -5.488 0.591
48 H -5.949 -4.399 0.557
49 C -5.825 5.436 7.016
50 S -4.842 4.227 6.122
51 O -4.037 4.967 5.096
52 C -6.223 3.455 5.263
53 H -5.153 6.063 7.598
54 H -6.379 6.056 6.315
55 H -6.511 4.918 7.689
56 H -6.754 4.201 4.671
57 H -6.896 3.003 5.992
58 H -5.828 2.681 4.606
59 C 7.438 -1.404 -0.517
60 S 5.683 -1.033 -0.428
61 O 5.019 -2.170 0.283
62 C 5.364 -1.236 -2.187
63 H 7.848 -1.373 0.493
64 H 7.587 -2.399 -0.938
65 H 7.933 -0.652 -1.135
66 H 5.645 -2.241 -2.502
67 H 5.934 -0.492 -2.745
68 H 4.300 -1.084 -2.362
69 C -7.594 -1.152 -0.663
70 S -5.936 -1.796 -0.939
71 O -5.398 -2.236 0.395
72 C -5.183 -0.216 -1.326
73 H -8.239 -1.978 -0.368
74 H -7.574 -0.404 0.131
75 H -7.969 -0.712 -1.587
76 H -5.318 0.473 -0.489
77 H -5.637 0.193 -2.225
78 H -4.121 -0.376 -1.501
79 C -0.026 -2.474 -2.466
80 S -1.246 -1.306 -1.852
81 O -2.319 -1.194 -2.881
82 C -0.202 0.155 -2.003
83 H -0.481 -3.463 -2.493
84 H 0.287 -2.189 -3.471
85 H 0.832 -2.491 -1.793
86 H 0.121 0.275 -3.038
87 H 0.663 0.052 -1.347
88 H -0.785 1.025 -1.701
89 C 11.365 -0.431 -1.907
90 S 10.146 0.738 -1.286
91 O 9.075 0.859 -2.323
92 C 11.195 2.189 -1.422
93 H 10.906 -1.418 -1.945
94 H 11.683 -0.137 -2.908
95 H 12.221 -0.456 -1.231
96 H 11.525 2.312 -2.455
97 H 12.057 2.079 -0.762
98 H 10.618 3.061 -1.118
99 C 10.324 3.526 -5.844
100 S 12.011 2.933 -6.051
101 O 12.517 2.557 -4.701
102 C 12.725 4.533 -6.465
103 H 9.700 2.686 -5.540
104 H 10.293 4.298 -5.074
105 H 9.959 3.924 -6.792
106 H 12.543 5.241 -5.656
107 H 12.284 4.898 -7.393
108 H 13.797 4.404 -6.601
109 C -1.302 -3.830 -7.094
110 S 0.191 -3.842 -6.088
111 O 1.335 -4.129 -6.991
112 C -0.194 -5.364 -5.204
113 H -1.257 -2.971 -7.762
114 H -1.360 -4.746 -7.683
115 H -2.176 -3.741 -6.448
116 H -0.322 -6.182 -5.913
117 H -1.105 -5.225 -4.619
118 H 0.635 -5.590 -4.534
119 C -2.722 2.620 -4.224
120 S -4.464 3.045 -4.052
121 O -5.126 1.911 -3.347
122 C -4.867 2.899 -5.800
123 H -2.273 2.612 -3.232
124 H -2.623 1.632 -4.676
125 H -2.225 3.370 -4.841
126 H -4.632 1.894 -6.152
127 H -4.302 3.640 -6.366
128 H -5.933 3.087 -5.921
129 C -3.199 8.931 5.264
130 S -4.960 9.296 5.334
131 O -5.612 8.184 6.080
132 C -5.277 9.023 3.583
133 H -2.795 9.003 6.273
134 H -3.045 7.921 4.882
135 H -2.702 9.659 4.622
136 H -4.989 8.008 3.308
137 H -4.715 9.749 2.995
138 H -6.343 9.160 3.403

As for the net charge: +1. The orbital gap is 0.3090 Eh. The LUMO energy comes out at -1.8 eV.